1.
DFT (ωB97M-V/def2-TZVPD) results for C3H5NO in the gas phase.

CARTESIAN COORDINATES (ANGSTROEM)
O 1.8259 0.7248 0.0733
C 0.6426 0.3661 -0.5946
C 0.6065 1.4276 0.3925
C -1.1412 -1.2088 -0.1198
N 0.1026 -0.8908 -0.3996
H 0.2482 1.2567 1.4101
H 0.5540 2.4604 0.0499
H -1.7858 -0.4313 0.2694
H -1.5377 -2.1630 -0.4389
H 0.7099 -1.6413 -0.7186

Properties
E_LUMO (spin up / spin down) ... 0.422 / 0.719 eV
Spin multiplicity ... 1
Energy relative to the best compared isomer or geometry (same formula, charge and spin) ... 4.3186 eV
Highest occupied orbital energy (spin up / spin down) ... -0.263 / -0.278 hartree
M ... 71.1 g mol⁻¹

These are the Löwdin partial charges, in e, on atoms 1 to 5: number 1, O, carries -0.050; number 2, C, carries -0.280; number 3, C, carries -0.126; number 4, C, carries -0.004; number 5, N, carries -0.039

=====

2.
DFT (ωB97M-V/def2-TZVPD) results for a 12-piece molecular cluster, C30H87N3O12 overall in a non-equilibrium geometry.

CARTESIAN COORDINATES (ANGSTROEM)
C 4.8572 -6.4012 1.3152
C 3.3691 -6.4259 0.7526
O 2.7759 -5.1146 0.9127
H 5.1265 -7.3381 1.6773
H 4.8578 -5.6125 2.1277
H 5.5860 -6.0498 0.5764
H 2.8586 -7.1802 1.3659
H 3.3956 -6.6966 -0.2985
H 2.9775 -4.6516 0.1018
C -4.2329 -2.6574 -1.3101
C -3.1700 -2.7865 -0.2339
O -2.0152 -2.0214 -0.5808
H -4.5127 -1.5984 -1.3982
H -5.0949 -3.1548 -1.0978
H -3.8115 -3.0145 -2.2712
H -2.7899 -3.8641 -0.1129
H -3.5192 -2.4313 0.7521
H -2.0251 -1.2972 0.1013
C -0.9265 -2.4457 -5.1516
C -1.7800 -2.0628 -3.9982
O -1.2265 -0.8655 -3.3567
H 0.0129 -2.8198 -4.8171
H -0.7650 -1.4866 -5.7067
H -1.4157 -3.2009 -5.7542
H -1.9977 -2.7631 -3.1577
H -2.7743 -1.7397 -4.3821
H -1.0721 -1.1023 -2.4411
C 2.2037 1.5513 2.6927
C 1.0248 0.7048 2.8309
O -0.0798 1.0890 2.0140
H 2.5453 1.7155 1.6910
H 3.0608 1.0481 3.2144
H 1.9856 2.5432 3.0080
H 0.7211 0.7671 3.8913
H 1.3297 -0.3424 2.5801
H 0.3555 1.1347 1.1233
C 2.9256 6.1937 1.1785
C 2.0037 5.0230 0.9619
O 0.7577 5.3189 0.4070
H 3.8060 6.0966 1.8536
H 2.3227 6.9490 1.6330
H 3.2499 6.6970 0.2469
H 1.9525 4.4769 1.9215
H 2.5240 4.2856 0.3383
H 0.0827 5.2237 1.1000
C 2.7117 -3.3081 -3.4188
C 3.9765 -3.7414 -2.7502
O 3.8468 -3.6967 -1.3882
H 2.4828 -2.2559 -3.5024
H 1.8552 -3.6218 -2.7961
H 2.5998 -3.7357 -4.4033
H 4.7688 -3.0208 -2.9830
H 4.1961 -4.7601 -3.1830
H 4.4599 -2.9815 -1.1108
C -6.2979 0.6542 -0.1905
C -5.6604 1.2930 -1.3799
O -4.5400 2.0007 -0.8045
H -5.6478 -0.1082 0.2829
H -7.2427 0.1269 -0.3827
H -6.3198 1.4199 0.5452
H -6.3172 1.9989 -1.8973
H -5.3741 0.5108 -2.0429
H -4.0320 2.3181 -1.5998
C -3.3184 5.7313 1.2153
C -3.8707 4.5745 2.0376
O -3.7203 3.3017 1.4859
H -3.8836 5.8144 0.2846
H -2.2450 5.7726 0.9197
H -3.4826 6.5270 1.8986
H -4.9765 4.7682 2.2073
H -3.3304 4.6303 2.9397
H -4.1409 3.1358 0.6632
C 1.6076 -1.1802 0.0509
C 1.4119 -0.1014 -1.0177
O 1.2399 1.1286 -0.4835
H 1.6218 -2.2052 -0.3865
H 0.7633 -1.2001 0.6835
H 2.5283 -1.0405 0.5828
H 0.4640 -0.3984 -1.4877
H 2.1187 -0.1744 -1.7998
H 0.4336 1.5622 -0.8853
C 0.2876 3.5942 -2.4808
C -1.1068 3.2605 -2.0667
C -1.7164 2.5616 -3.2730
O -3.0407 2.1488 -2.9694
C -3.5339 1.4906 -4.1226
N -1.0620 2.3593 -0.8898
H 0.8953 3.9714 -1.6097
H 0.4342 4.3373 -3.2586
H 0.7090 2.6802 -2.8001
H -1.6069 4.1919 -1.8780
H -1.1009 1.7108 -3.5178
H -1.6750 3.1463 -4.2247
H -2.8420 0.7063 -4.4235
H -3.5404 2.2229 -5.0175
H -4.4946 1.1232 -3.9081
H -0.8637 2.9607 -0.0806
H -2.0289 1.9334 -0.8006
C 5.7689 0.8461 0.3428
C 6.1667 -0.5454 -0.1591
C 5.8431 -1.5342 0.9921
O 6.2675 -0.9131 2.2113
C 6.1582 -1.8153 3.2941
N 5.3684 -0.9499 -1.3223
H 5.8315 1.5490 -0.4226
H 6.4599 1.1643 1.0900
H 4.7868 0.8416 0.8074
H 7.2130 -0.6631 -0.4377
H 6.4290 -2.4452 0.7141
H 4.7914 -1.7572 1.0373
H 6.2719 -1.2857 4.1716
H 7.0015 -2.5721 3.1735
H 5.1695 -2.3472 3.2651
H 4.5345 -0.3771 -1.4263
H 5.7544 -0.8519 -2.2583
C -2.2770 -2.1675 2.8907
C -3.2344 -1.0009 2.6331
C -3.1734 -0.0763 3.8485
O -3.5545 -0.8052 4.9865
C -4.8881 -0.7639 5.4255
N -2.9065 -0.1813 1.5009
H -1.3817 -1.6755 3.2523
H -1.9721 -2.7076 1.9675
H -2.6491 -2.8562 3.6604
H -4.3318 -1.2750 2.5493
H -3.8207 0.7297 3.7460
H -2.1079 0.2918 3.9864
H -5.5791 -0.5615 4.6602
H -5.0213 -0.0844 6.3359
H -5.0996 -1.8028 5.7854
H -2.0584 0.2541 1.5831
H -3.6199 0.5076 1.2329

Properties
E_LUMO ... 0.685 eV
Structure (SMILES) ... COC[C@H](C)N.COC[C@H](C)N.COC[C@H](C)N.CCO.CCO.CCO.CCO.CCO.CCO.CCO.CCO.CCO
Spin multiplicity ... 1
Energy relative to the best compared isomer or geometry (same formula, charge and spin) ... 2.7352 eV
Highest occupied orbital energy ... -0.311 hartree
M ... 682.0 g mol⁻¹

These are the Löwdin partial charges, in e, on atoms 1 to 5: number 1, C, carries -0.079; number 2, C, carries -0.268; number 3, O, carries -0.107; number 4, H, carries 0.026; number 5, H, carries 0.083

=====

3.
DFT (ωB97M-V/def2-TZVPD) results for C4H11N3 as an isolated structure in a non-equilibrium geometry.

CARTESIAN COORDINATES (ANGSTROEM)
C -1.4992 0.5277 0.1711
C -1.2418 -1.8896 0.4104
C 2.0455 0.4542 -0.7914
N -0.3957 0.7231 -0.7672
N -1.2567 -0.5863 1.0319
C 0.7984 0.8377 -0.0055
N 0.7816 1.8913 0.7891
H -0.3461 -0.0128 -1.4602
H 0.0370 -0.2633 1.1164
H 1.6846 2.0441 1.2340
H -2.4794 0.4874 -0.3193
H -1.4048 1.4329 0.8095
H -0.4083 -2.0343 -0.2920
H -1.1958 -2.6468 1.1968
H -2.1868 -2.0529 -0.1215
H 2.0290 0.9140 -1.7796
H 2.0862 -0.6251 -0.9256
H 2.9524 0.7985 -0.2967

Properties
E_LUMO ... 0.340 eV
Spin multiplicity ... 1
Energy relative to the best compared isomer or geometry (same formula, charge and spin) ... 3.7272 eV
Highest occupied orbital energy ... -0.326 hartree
M ... 101.2 g mol⁻¹

These are the Löwdin partial charges, in e, on atoms 1 to 5: number 1, C, carries -0.311; number 2, C, carries -0.176; number 3, C, carries -0.028; number 4, N, carries -0.001; number 5, N, carries -0.128

=====

4.
DFT (ωB97M-V/def2-TZVPD) results for C3H2ClNO2 in the gas phase in a non-equilibrium geometry.

CARTESIAN COORDINATES (ANGSTROEM)
C -0.0649 1.2163 0.1294
C 0.0609 -0.3965 1.9870
C 0.0188 -0.6803 -1.4315
N 0.2188 0.5794 1.2936
O 0.2660 -1.2127 2.7959
O -0.1245 0.5971 -1.0065
Cl -0.3267 -0.9266 -3.0702
H 0.2928 2.1532 -0.0187
H -0.3413 -1.3299 -0.6789

Properties
E_LUMO (spin up / spin down) ... -0.112 / -0.049 eV
Spin multiplicity ... 1
Energy relative to the best compared isomer or geometry (same formula, charge and spin) ... 3.7980 eV
Highest occupied orbital energy (spin up / spin down) ... -0.285 / -0.303 hartree
M ... 119.5 g mol⁻¹

These are the Löwdin partial charges, in e, on atoms 1 to 5: number 1, C, carries -0.187; number 2, C, carries -0.287; number 3, C, carries -0.603; number 4, N, carries 0.179; number 5, O, carries 0.168